Record 1
C30H28MoN3O9PSSe2 as an isolated structure in a non-equilibrium geometry. Source: OMol25; level of theory: ωB97M-V/def2-TZVPD.

CARTESIAN COORDINATES (ANGSTROEM)
Mo1 0.902846 0.468585 -0.357053
O1 -0.195462 0.400751 6.387839
C1 0.967461 0.454744 5.968706
O2 2.069991 0.690475 6.468015
C2 1.033269 0.177073 4.410219
C3 -0.012761 -0.477574 3.766965
C4 -0.012520 -0.588512 2.395570
N1 0.956066 -0.045293 1.630500
C5 2.009276 0.535764 2.268398
C6 2.088430 0.648656 3.635439
C7 3.079815 1.028789 1.354232
O3 4.024700 1.689837 1.708957
O4 2.875908 0.661597 0.099793
H1 -0.837306 -0.869318 4.346056
H2 -0.808729 -1.104264 1.877243
H3 2.955285 1.112328 4.086735
Se1 -1.317321 1.940273 -0.907288
P1 -2.437494 0.084719 -0.858850
Se2 -0.916575 -1.467715 -0.876117
C8 -3.459844 -0.000174 0.639136
C9 -3.704705 -1.239358 1.223242
C10 -4.474796 -1.309683 2.373104
C11 -4.991152 -0.150396 2.934176
C12 -4.746467 1.082416 2.345730
C13 -3.978965 1.164116 1.195328
C14 -3.587147 -0.056051 -2.252760
C15 -3.810459 -1.292838 -2.846577
C16 -4.774037 -1.406697 -3.836639
C17 -5.500651 -0.291861 -4.228568
C18 -5.254465 0.946169 -3.649624
C19 -4.296674 1.070070 -2.657349
H4 -3.285140 -2.137042 0.784258
H5 -4.658035 -2.268911 2.838537
H6 -5.577482 -0.207649 3.841422
H7 -5.135560 1.986981 2.793955
H8 -3.769763 2.125199 0.742493
H9 -3.223893 -2.150382 -2.538512
H10 -4.955375 -2.364900 -4.304880
H11 -6.260267 -0.386933 -4.993046
H12 -5.805874 1.818461 -3.975266
H13 -4.092569 2.033491 -2.204560
O5 1.768012 2.197109 -1.849111
C20 1.693646 2.943495 -0.833478
O6 1.180057 2.594288 0.246775
C21 2.252024 4.379664 -0.977974
N2 3.132120 4.373682 -2.203329
C22 4.566148 4.479593 -1.759234
C23 4.530460 4.225473 -0.254332
C24 3.164844 4.772813 0.176662
H14 1.400613 5.045479 -1.112006
H15 2.884233 5.093195 -2.874839
H16 2.901124 3.445682 -2.621711
H17 4.917850 5.485881 -1.977835
H18 5.173488 3.761552 -2.303570
H19 5.350341 4.737053 0.243788
H20 4.604005 3.163995 -0.016670
H21 3.189458 5.856475 0.297323
H22 2.817257 4.329261 1.107416
N3 2.025491 -1.272359 -1.347884
C25 1.790440 -2.676587 -1.084393
C26 2.187554 -3.227457 0.125884
C27 1.967708 -4.576753 0.362659
C28 1.353241 -5.351089 -0.606936
C29 0.945397 -4.797502 -1.810517
C30 1.164270 -3.452661 -2.053819
S1 1.206379 -7.163624 -0.445703
O7 2.380507 -7.570930 -1.202403
O8 1.264891 -7.419275 0.977506
O9 -0.060067 -7.464992 -1.083792
H23 2.958691 -1.009327 -1.039969
H24 1.964361 -1.119365 -2.351343
H25 2.656562 -2.599069 0.877900
H26 2.264477 -5.046288 1.291850
H27 0.466060 -5.444016 -2.534022
H28 0.856824 -2.998367 -2.991877

Forces on atoms 1 to 6 (eV/Å):
0.04 -0.13 -0.97
0.07 0.04 0.17
-0.01 -0.24 -0.67
-0.02 0.09 0.10
-0.27 0.11 0.60
0.20 0.04 -0.14

## Properties
LUMO (alpha / beta) = -2.28 / -2.33 eV
Energy = -7612.1088 Ha
Energy above the lowest of the compared OMol25 structures with the same formula, charge and spin = 224.0 kJ/mol
HOMO energy (alpha / beta) = -0.2762 / -0.2762 hartree
2S+1 = 3
F_max = 1.2 eV/Å

Here are the Mulliken charges for atoms 1 to 4, given in e:
1. Mo -0.439
2. O -0.684
3. C 0.391
4. O -0.684

---

Record 2
One molecule with the formula C4H9NO. Source: OMol25; level of theory: ωB97M-V/def2-TZVPD.

CARTESIAN COORDINATES (ANGSTROEM)
C1 2.411885 1.008598 0.552223
C2 1.172047 0.424195 -0.039689
N1 0.195836 0.023804 0.671190
C3 -0.438097 -1.122330 0.043202
O1 -1.822259 -1.214197 0.002369
C4 -2.552669 -0.082244 -0.412409
H1 2.221178 1.917145 1.124273
H2 2.801061 0.248636 1.242568
H3 3.165426 1.181094 -0.220687
H4 0.052177 -1.268002 -0.945134
H5 1.201011 0.220724 -1.123814
H6 -0.120052 -1.963922 0.669552
H7 -3.379646 -0.432811 -1.041404
H8 -1.940075 0.625149 -0.985705
H9 -2.967825 0.434155 0.463463

Forces on atoms 1 to 6 (eV/Å):
0.06 0.20 0.07
-0.06 0.00 0.26
0.50 -0.14 -0.25
0.18 -0.38 -0.21
-0.09 -0.01 0.26
-0.12 0.23 -0.10

## Properties
SMILES = C/C=N/COC
LUMO = 1.08 eV
Energy = -287.7398 Ha
Energy above the lowest of the compared OMol25 structures with the same formula, charge and spin = 243.2 kJ/mol
HOMO energy = -0.3431 hartree
F_max = 0.6 eV/Å

Here are the Mulliken charges for atoms 1 to 4, given in e:
1. C -0.916
2. C 0.169
3. N -0.489
4. C -0.267

---

Record 3
A 2-piece molecular cluster, C2H9NOS2 overall in a non-equilibrium geometry. Source: OMol25; level of theory: ωB97M-V/def2-TZVPD.

CARTESIAN COORDINATES (ANGSTROEM)
N1 2.209401 1.134490 -0.633728
C1 1.875583 0.878411 0.744376
C2 0.379880 1.062066 1.121034
S1 -0.426190 -0.432556 0.552106
S2 -2.420400 -0.339252 0.767407
H1 2.343552 2.098316 -0.881754
H2 1.752787 0.584243 -1.342884
H3 2.284678 -0.052481 1.114073
H4 2.332521 1.714809 1.254044
H5 0.286797 1.099674 2.198732
H6 0.098380 2.028224 0.735688
H7 -2.859114 0.208788 -0.382045
H8 -2.413855 -3.187328 -2.471867
H9 -2.757947 -3.059058 -1.044452
O1 -2.686068 -3.738350 -1.730737

Forces on atoms 1 to 6 (eV/Å):
0.37 -0.67 -0.23
-0.61 1.34 -0.25
0.76 -0.36 0.47
0.43 -0.35 -0.86
-0.80 0.13 0.44
-0.24 -0.02 -0.03

## Properties
SMILES = NCCSS.O
LUMO = 0.48 eV
Energy = -1007.9491 Ha
Energy above the lowest of the compared OMol25 structures with the same formula, charge and spin = 38.9 kJ/mol
HOMO energy = -0.3420 hartree
F_max = 1.5 eV/Å

Here are the Mulliken charges for atoms 1 to 4, given in e:
1. N -0.449
2. C -0.750
3. C -0.437
4. S -0.050

---

Number 1 is which compound? C30H28MoN3O9PSSe2

---

The highest energy above the lowest of the compared OMol25 structures with the same formula, charge and spin belongs to which entry? C4H9NO

---

The lowest F_max belongs to which entry? C4H9NO